The following is a DFT calculation (wB97M-V/def2-TZVPD) of a structure of composition C9H16Cl3N3O3PdS in a non-equilibrium geometry.

Last column: natural (NBO) charge in e.
Element x y z (Å)
Pd1 0.04 0.30 0.11  0.649
C1 0.11 0.05 2.01  -0.640
H1 0.83 -0.75 2.15  0.193
H2 -0.86 -0.19 2.43  0.194
H3 0.46 1.02 2.38  0.180
Cl1 3.84 1.35 -2.22  0.038
C2 2.90 0.26 -1.20  -0.189
Cl2 2.63 1.08 0.42  0.005
Cl3 3.77 -1.23 -0.94  0.066
C3 1.43 0.05 -1.76  0.648
O1 0.90 1.08 -2.24  -0.763
O2 0.98 -1.10 -1.67  -0.691
C4 -1.80 -2.68 -2.07  -0.405
N1 -2.04 -1.28 -2.35  -0.385
C5 -1.91 -0.73 -3.70  -0.216
C6 -1.93 0.79 -3.46  -0.235
N2 -2.24 0.88 -2.03  -0.588
C7 -2.16 -0.32 -1.45  0.362
S1 -2.24 -0.53 0.26  -0.206
H4 -1.04 -3.05 -2.76  0.215
H5 -2.72 -3.27 -2.19  0.197
H6 -1.44 -2.78 -1.05  0.247
H7 -2.73 -1.07 -4.33  0.197
H8 -0.96 -1.06 -4.13  0.217
H9 -2.69 1.30 -4.05  0.199
H10 -0.95 1.24 -3.66  0.238
H11 -2.00 1.69 -1.47  0.461
C8 -0.59 4.82 0.78  -0.712
C9 -0.32 3.66 -0.14  0.693
N3 0.80 3.71 -0.89  -0.818
O3 -1.07 2.69 -0.22  -0.693
H12 -0.28 5.77 0.35  0.221
H13 -0.05 4.67 1.71  0.239
H14 -1.65 4.85 1.01  0.245
H15 1.44 4.48 -0.84  0.393
H16 0.99 2.93 -1.51  0.446

F_max (eV/A): 1.182
Net charge: 0
Relative energy (zero: lowest compared OMol25 entry of this formula, charge and spin) (kJ/mol): 49.1
E_LUMO (eV): -0.0447
Kohn-Sham gap (eV): 8.1



The following is a DFT calculation (wB97M-V/def2-TZVPD) of a cluster of 3 separate species, C40H66NO11S in total.

Last column: Löwdin charge in e.
Element x y z (Å)
C1 1.47 -0.13 1.56  -0.081
C2 0.20 0.66 1.26  -0.215
C3 -0.81 -0.19 0.45  -0.110
C4 -1.79 0.60 -0.36  -0.080
C5 -2.81 1.35 0.23  -0.017
C6 -2.89 1.39 1.73  -0.109
O1 -4.21 1.50 2.20  -0.030
C7 -4.39 2.37 3.29  -0.469
C8 -4.36 3.82 2.97  0.035
O2 -4.60 1.89 4.36  0.173
C9 -3.70 2.05 -0.58  0.029
C10 -4.83 2.90 -0.04  -0.466
O3 -4.68 4.09 0.02  0.164
O4 -5.96 2.31 0.32  0.045
C11 -6.23 0.95 -0.04  -0.145
C12 -7.67 0.62 0.37  -0.225
C13 -7.78 -0.76 1.02  -0.562
S1 -9.35 -1.52 0.50  0.718
C14 -3.55 2.04 -1.97  -0.073
C15 -4.41 2.81 -2.94  -0.118
O5 -3.62 3.69 -3.71  -0.039
C16 -3.08 4.74 -2.99  -0.277
C17 -1.72 4.77 -2.75  -0.003
C18 -1.16 5.82 -2.03  -0.067
C19 -1.98 6.84 -1.56  -0.076
C20 -3.34 6.82 -1.82  -0.059
C21 -3.89 5.77 -2.54  -0.013
C22 -2.53 1.28 -2.49  0.051
N1 -1.68 0.59 -1.71  0.035
C23 -0.58 -0.14 -2.40  -0.086
C24 0.75 0.57 -2.23  -0.148
C25 0.64 2.07 -2.46  -0.210
C26 1.95 2.74 -2.83  -0.188
C27 3.12 2.42 -1.91  -0.183
C28 2.85 2.91 -0.48  -0.190
C29 3.79 4.03 -0.05  -0.158
C30 3.40 4.72 1.26  -0.136
O6 2.02 4.52 1.64  -0.016
C31 1.12 5.18 0.90  -0.554
C32 -0.29 4.88 1.36  0.036
O7 1.40 5.89 -0.03  0.106
H1 1.26 -0.99 2.20  0.080
H2 2.20 0.52 2.02  0.080
H3 1.92 -0.49 0.63  0.069
H4 0.46 1.55 0.67  0.090
H5 -0.25 0.97 2.20  0.109
H6 -0.27 -0.90 -0.15  0.100
H7 -1.40 -0.78 1.15  0.134
H8 -2.46 0.48 2.15  0.129
H9 -2.27 2.22 2.09  0.139
H10 -5.27 4.10 2.45  0.100
H11 -4.27 4.37 3.90  0.102
H12 -3.54 4.09 2.31  0.078
H13 -6.11 0.82 -1.11  0.134
H14 -5.55 0.28 0.48  0.118
H15 -8.00 1.37 1.08  0.124
H16 -8.31 0.64 -0.51  0.092
H17 -7.79 -0.67 2.11  0.074
H18 -6.97 -1.42 0.73  0.066
H19 -9.17 -2.69 1.10  -0.147
H20 -4.87 2.12 -3.65  0.148
H21 -5.20 3.35 -2.43  0.130
H22 -1.09 3.98 -3.14  0.089
H23 -0.10 5.83 -1.86  0.089
H24 -1.54 7.65 -1.00  0.111
H25 -3.97 7.62 -1.46  0.112
H26 -4.96 5.75 -2.74  0.128
H27 -2.37 1.26 -3.56  0.161
H28 -0.83 -0.15 -3.46  0.134
H29 -0.56 -1.15 -2.03  0.130
H30 1.46 0.15 -2.95  0.136
H31 1.18 0.37 -1.25  0.089
H32 0.24 2.55 -1.56  0.098
H33 -0.08 2.26 -3.25  0.097
H34 1.82 3.83 -2.84  0.120
H35 2.20 2.46 -3.86  0.121
H36 3.99 2.94 -2.31  0.114
H37 3.38 1.36 -1.92  0.107
H38 1.81 3.25 -0.42  0.077
H39 2.97 2.08 0.21  0.108
H40 4.78 3.59 0.10  0.121
H41 3.88 4.77 -0.84  0.117
H42 3.60 5.79 1.21  0.127
H43 3.97 4.33 2.10  0.126
H44 -0.93 5.69 1.03  0.083
H45 -0.59 3.94 0.90  0.070
H46 -0.32 4.77 2.44  0.092
C33 2.78 -6.66 3.48  -0.094
O8 3.24 -6.29 2.19  -0.211
C34 2.30 -5.55 1.44  -0.202
C35 2.64 -4.07 1.42  -0.211
O9 2.51 -3.48 2.70  -0.206
C36 3.76 -3.30 3.36  -0.100
H47 3.64 -7.06 4.02  0.092
H48 2.39 -5.80 4.03  0.085
H49 2.01 -7.43 3.42  0.093
H50 1.29 -5.70 1.82  0.128
H51 2.33 -5.93 0.41  0.128
H52 1.94 -3.56 0.75  0.114
H53 3.66 -3.93 1.03  0.128
H54 4.33 -2.49 2.89  0.088
H55 4.35 -4.21 3.36  0.086
H56 3.54 -3.01 4.39  0.091
C37 5.67 -7.69 0.99  -0.117
O10 6.65 -8.59 0.49  -0.184
C38 6.10 -9.68 -0.23  -0.206
C39 6.21 -9.49 -1.72  -0.203
O11 5.42 -8.40 -2.17  -0.192
C40 6.17 -7.22 -2.41  -0.117
H57 6.19 -6.82 1.37  0.091
H58 4.97 -7.38 0.21  0.078
H59 5.10 -8.14 1.81  0.082
H60 5.05 -9.83 0.05  0.127
H61 6.65 -10.58 0.06  0.127
H62 5.86 -10.39 -2.23  0.126
H63 7.26 -9.33 -1.99  0.126
H64 6.80 -7.33 -3.30  0.089
H65 6.80 -6.96 -1.56  0.084
H66 5.46 -6.41 -2.59  0.084

F_max (eV/A): 0.849
Net charge: +1
E_LUMO (eV): -3.8764
Kohn-Sham gap (eV): 6.5